Record 1
Entry from the Open Molecules 2025 dataset: a 3-piece molecular cluster, C4H6N2OS overall (ωB97M-V with the def2-TZVPD basis set).

```
14
Properties=species:S:1:pos:R:3:forces:R:3:lowdin_charge:R:1
S -0.277 -1.421 -1.535 -0.34 1.16 1.14 0.574
O 0.326 2.779 -1.633 -0.94 -1.79 -1.21 -0.005
N -0.283 -0.832 1.054 0.06 -0.09 -0.59 -0.098
N 0.169 1.027 -0.394 -2.32 -4.71 -1.18 0.042
C 0.232 -1.096 3.443 1.73 4.08 -0.23 -0.121
C -0.140 -0.339 -0.219 0.18 -1.32 -0.01 -0.834
C 0.420 -0.206 2.281 -2.60 -3.75 1.62 -0.192
C -0.143 1.626 -1.566 0.59 4.65 -0.07 -0.317
H 1.072 1.231 2.299 -2.17 -4.91 -0.09 0.263
H 0.815 -0.397 4.202 -1.48 -2.52 -0.31 0.019
H -0.927 1.261 -2.282 1.01 -0.33 0.80 0.135
H -0.812 -1.910 0.976 2.59 4.04 0.88 0.215
H 0.788 1.507 0.162 1.42 1.27 1.52 0.082
H -0.519 -2.466 4.013 2.28 4.21 -2.27 0.239
```
Positions in Å, forces in eV/Å.

Output
Energy ... -738.66447 Ha
LUMO level ... -1.18 eV
Energy above the lowest of the compared OMol25 structures with the same formula, charge and spin ... 9.257 eV
Charge ... 0

=====

Record 2
Entry from the Open Molecules 2025 dataset: C6H10O2 in the gas phase (ωB97M-V with the def2-TZVPD basis set).

```
18
Properties=species:S:1:pos:R:3:forces:R:3:lowdin_charge:R:1
O 0.430 1.865 -1.723 -0.22 -0.55 0.63 -0.063
O -1.332 -1.058 0.415 -0.80 -0.69 -0.84 -0.081
C -0.120 -1.331 -0.194 0.69 -0.28 -1.65 -0.270
C 0.576 0.158 1.264 1.77 -0.75 1.16 -0.103
C -0.860 -0.430 1.594 -0.34 1.19 0.81 -0.159
C -0.340 1.083 -0.759 -0.33 1.15 -1.11 -0.193
C 0.800 -0.942 -1.347 0.37 -0.81 -0.21 0.037
C 0.583 0.022 -0.234 -0.44 0.37 1.13 -0.352
H 0.571 -0.496 -2.312 -0.12 -0.29 0.17 0.113
H -1.588 0.354 1.837 0.13 -0.10 0.15 0.121
H -1.209 0.629 -1.250 0.05 0.12 -0.11 0.133
H -0.735 1.761 0.027 0.35 -0.44 -0.30 0.133
H 1.651 -1.636 -1.348 -0.33 0.35 -0.19 0.117
H 0.446 -2.069 0.369 -0.06 0.02 0.22 0.143
H 1.355 -0.477 1.738 -0.47 0.37 -0.16 0.122
H 0.753 1.176 1.600 -0.25 0.12 0.18 0.108
H -0.851 -1.163 2.398 0.24 0.04 0.20 0.118
H -0.132 2.554 -2.074 -0.22 0.18 -0.08 0.075
```
Positions in Å, forces in eV/Å.

Output
Energy ... -384.93433 Ha
LUMO level ... 0.89 eV
Energy above the lowest of the compared OMol25 structures with the same formula, charge and spin ... 4.573 eV
Charge ... 0

=====

Record 3
Entry from the Open Molecules 2025 dataset: C25H26N4O3S in the gas phase (ωB97M-V with the def2-TZVPD basis set).

```
59
Properties=species:S:1:pos:R:3:forces:R:3:lowdin_charge:R:1
S 1.035 0.208 0.684 0.37 0.07 -0.09 1.045
O -2.425 1.809 3.838 -0.06 0.07 0.07 0.090
O 4.156 -0.155 -2.216 0.00 -0.27 -0.38 0.023
O 0.251 2.466 -4.284 0.05 0.48 -0.29 0.066
N -0.004 -3.018 -3.285 -0.15 -0.22 -0.55 0.066
N -0.493 -1.309 2.164 0.18 -0.02 -0.24 0.083
N 0.906 0.671 -3.085 0.29 -0.31 0.03 0.087
N -0.923 0.993 2.345 -0.17 -0.03 0.24 0.012
C -0.987 2.370 -1.297 -0.29 -0.16 0.04 -0.207
C -0.794 -2.620 -2.303 -0.14 0.14 0.33 -0.143
C -1.246 1.600 -2.597 0.23 0.28 -0.01 -0.098
C -2.163 -0.547 3.725 0.04 -0.50 -0.02 -0.067
C -1.455 -1.583 3.095 -0.44 0.39 0.41 -0.211
C -3.381 -2.161 5.016 -0.10 0.15 0.09 -0.075
C -1.837 2.887 1.045 -0.07 -0.26 -0.03 -0.162
C -1.890 0.835 3.354 0.03 0.00 0.02 -0.355
C -1.729 -2.912 3.432 -0.09 0.03 0.08 -0.010
C 1.301 -2.948 -3.098 0.25 0.00 0.05 -0.144
C 2.272 0.651 -3.560 0.02 -0.05 -0.11 -0.082
C -0.682 2.355 1.899 -0.14 0.60 -0.08 -0.156
C 0.024 1.640 -3.429 -0.46 -0.39 0.16 -0.505
C 3.221 0.800 -2.417 -0.38 0.67 0.25 -0.259
C -0.321 -2.127 -1.097 0.07 -0.05 -0.10 -0.041
C 1.055 -2.041 -0.903 -0.07 -0.15 -0.22 -0.295
C -0.265 -0.085 1.844 0.30 -0.87 -0.16 -0.553
C 1.615 -1.498 0.370 -0.08 0.42 0.24 -0.351
C -3.125 -0.849 4.691 0.01 0.04 -0.02 -0.006
C 3.295 1.738 -1.428 -0.07 -0.36 -0.53 -0.042
C 1.884 -2.468 -1.934 -0.18 -0.01 0.16 -0.029
C -2.683 -3.190 4.383 0.09 -0.05 -0.10 -0.071
C 4.349 1.333 -0.573 0.26 -0.46 -0.08 -0.068
C 4.835 0.179 -1.103 0.22 0.43 0.68 -0.131
C -2.071 2.115 -0.253 0.27 0.31 0.02 -0.198
H -1.856 -2.701 -2.493 -0.12 0.03 0.07 0.108
H -2.058 2.065 -3.156 0.03 -0.07 -0.05 0.126
H -0.599 2.976 2.795 0.12 -0.10 -0.15 0.133
H 2.703 -1.442 0.340 -0.01 0.02 0.02 0.077
H -1.180 -3.698 2.936 0.07 -0.06 -0.05 0.112
H 2.484 -0.287 -4.083 0.03 0.15 -0.02 0.126
H -2.895 -4.216 4.645 -0.01 -0.09 0.02 0.105
H 1.911 -3.291 -3.924 0.14 0.00 -0.04 0.109
H 1.273 -2.073 1.232 0.16 -0.01 -0.07 0.079
H -1.626 3.932 0.814 -0.02 0.09 0.03 0.121
H 4.691 1.833 0.309 0.14 0.05 0.20 0.103
H -2.126 1.044 -0.039 -0.07 -0.09 -0.04 0.107
H 2.957 -2.426 -1.836 0.11 0.03 -0.01 0.109
H 0.263 2.383 1.354 -0.04 0.05 0.11 0.075
H -0.017 2.070 -0.897 0.00 0.08 -0.03 0.052
H -1.513 0.565 -2.376 -0.02 -0.05 0.03 0.109
H -3.037 2.412 -0.665 -0.06 -0.08 -0.01 0.120
H -2.742 2.857 1.654 0.07 0.11 0.01 0.108
H 2.682 2.610 -1.331 -0.21 0.19 -0.04 0.114
H -1.002 -1.823 -0.317 -0.09 0.04 0.06 0.100
H -3.651 -0.032 5.161 -0.06 0.05 0.05 0.120
H 5.634 -0.470 -0.802 0.09 -0.14 -0.05 0.120
H -4.125 -2.399 5.762 -0.06 0.00 0.06 0.103
H 0.680 0.049 -2.325 -0.11 0.01 -0.02 0.094
H -0.938 3.437 -1.521 0.05 0.06 0.00 0.127
H 2.360 1.485 -4.264 0.06 -0.19 0.06 0.132
```
Positions in Å, forces in eV/Å.

Output
Energy ... -1811.25055 Ha
LUMO level ... 0.36 eV
Energy above the lowest of the compared OMol25 structures with the same formula, charge and spin ... 0.259 eV
Charge ... 0

=====

Record 4
Entry from the Open Molecules 2025 dataset: an isolated ion of composition C7H15NO3P and charge -1 (ωB97M-V with the def2-TZVPD basis set).

```
27
Properties=species:S:1:pos:R:3:forces:R:3:lowdin_charge:R:1
P 2.732 -0.101 -0.567 0.08 0.02 0.59 0.289
O 3.358 -0.143 0.997 -0.28 0.32 -0.56 -0.212
O 2.982 -1.458 -1.139 -0.18 -0.21 0.09 -0.368
O 3.224 1.136 -1.230 -0.16 0.33 0.08 -0.357
N 0.583 1.485 0.205 0.07 0.37 -0.12 -0.081
C -1.231 -0.898 0.610 0.05 -0.27 -0.06 -0.208
C 0.881 1.763 1.598 0.06 0.09 0.21 -0.138
C -1.246 0.084 -1.690 -0.02 -0.19 -0.19 -0.230
C 0.263 -0.001 -1.767 0.72 0.32 2.15 -0.142
C -1.787 -1.032 -0.805 -0.14 0.23 0.11 -0.220
C 0.902 0.139 -0.233 0.06 -0.66 -2.88 -0.485
C 0.294 -0.968 0.602 -0.09 0.11 0.22 -0.189
H 3.546 -1.071 1.117 0.19 -0.46 0.19 0.027
H -1.486 -1.997 -1.223 -0.04 -0.10 -0.01 0.109
H -1.645 -1.685 1.250 0.03 0.07 0.03 0.101
H -1.521 1.051 -1.263 -0.08 0.03 -0.04 0.099
H 0.703 0.798 -2.361 0.02 0.05 -0.09 0.098
H 1.197 2.072 -0.361 -0.14 0.04 0.05 0.095
H 0.774 2.838 1.762 -0.04 -0.03 0.06 0.072
H 0.155 1.252 2.238 0.05 0.05 0.06 0.065
H -1.682 0.012 -2.692 -0.03 0.07 0.00 0.098
H -1.535 0.069 1.012 -0.12 0.06 0.12 0.100
H 0.684 -0.923 1.622 0.03 -0.06 0.02 0.103
H 0.603 -0.958 -2.157 0.02 -0.09 -0.12 0.098
H -2.882 -1.005 -0.780 0.00 -0.05 -0.03 0.097
H 0.627 -1.912 0.164 0.02 -0.03 0.06 0.115
H 1.890 1.463 1.902 -0.06 0.00 0.06 0.064
```
Positions in Å, forces in eV/Å.

Output
Energy ... -897.73323 Ha
LUMO level ... 3.62 eV
Energy above the lowest of the compared OMol25 structures with the same formula, charge and spin ... 0.000 eV
Charge ... -1

=====

Record 5
Entry from the Open Molecules 2025 dataset: C21H24CdN2O2Se2 as an isolated structure (ωB97M-V with the def2-TZVPD basis set).

```
52
Properties=species:S:1:pos:R:3:forces:R:3:lowdin_charge:R:1
Cd -0.567 0.378 0.433 -0.23 -0.05 0.06 1.312
Se 1.663 -1.546 -1.686 0.01 0.01 0.04 0.889
Se -1.419 -0.062 -2.583 -0.11 0.10 0.05 0.846
O -4.328 2.278 0.027 0.08 -0.07 -0.06 -0.021
O -2.405 1.496 0.866 -0.12 -0.06 -0.29 -0.289
N 1.583 0.512 1.835 -0.08 0.05 0.08 0.035
N 0.140 2.311 -0.651 -0.07 0.06 0.00 -0.043
C 2.887 1.710 3.439 0.03 -0.01 0.01 -0.068
C 3.500 -1.954 -2.186 -0.02 0.02 0.00 -0.415
C 1.578 3.500 -2.131 0.05 0.01 -0.02 -0.059
C -1.029 -2.710 0.917 0.04 -0.02 0.02 -0.166
C 1.255 2.382 -1.386 -0.04 0.00 0.09 -0.176
C 2.101 -0.494 3.923 0.03 -0.02 0.04 -0.016
C 1.503 -0.539 2.663 -0.01 -0.07 -0.09 -0.245
C 0.070 -0.352 -3.800 0.05 -0.03 0.01 -0.575
C -3.471 1.420 0.138 0.11 0.35 0.35 -0.617
C -2.403 -1.685 -2.988 0.03 -0.01 0.06 -0.387
C -0.438 4.513 -1.350 0.03 0.00 -0.02 -0.037
C -0.694 3.358 -0.627 0.06 0.02 -0.08 -0.114
C 0.921 -1.572 -3.498 0.01 0.03 0.02 -0.553
C 2.797 0.634 4.311 0.00 0.00 0.02 -0.060
C 0.313 -4.106 2.339 0.00 0.03 0.00 -0.094
C 1.041 -2.991 2.722 0.00 -0.04 -0.01 -0.057
C 2.255 1.598 2.217 -0.04 -0.05 -0.07 -0.145
C 0.728 -1.733 2.205 0.06 0.11 0.05 -0.250
C 0.712 4.584 -2.114 0.00 0.04 -0.01 -0.059
C -0.737 -3.962 1.442 0.02 0.02 0.01 -0.099
C -0.305 -1.573 1.276 0.09 -0.09 -0.08 -0.251
H 1.991 -1.329 4.601 0.01 0.02 0.00 0.108
H -3.594 0.473 -0.428 0.01 -0.21 -0.06 0.084
H -1.889 -2.560 -2.599 -0.01 -0.01 0.00 0.019
H 1.873 -3.113 3.407 -0.02 -0.01 0.00 0.100
H 2.282 2.414 1.503 -0.03 0.01 0.01 0.097
H 3.558 -2.940 -2.638 0.01 -0.01 0.00 0.021
H 0.564 -5.081 2.738 0.00 0.00 0.00 0.098
H 0.658 0.563 -3.736 0.03 0.00 -0.01 0.045
H 3.888 -1.199 -2.867 0.02 0.00 0.00 0.019
H -3.372 -1.586 -2.506 -0.01 -0.02 0.00 0.020
H -1.843 -2.624 0.205 -0.02 0.00 0.00 0.077
H -1.320 -4.827 1.148 0.00 0.00 0.00 0.098
H 1.773 -1.612 -4.177 -0.02 -0.01 -0.05 0.064
H 0.935 5.473 -2.691 0.00 -0.01 0.00 0.110
H 0.349 -2.489 -3.621 -0.01 0.00 -0.03 0.052
H -2.540 -1.761 -4.064 -0.02 -0.01 0.00 0.028
H 3.418 2.614 3.703 0.00 -0.01 0.00 0.102
H -1.143 5.332 -1.312 0.01 -0.01 0.01 0.113
H 4.083 -1.946 -1.268 0.01 0.00 0.00 0.015
H 2.491 3.516 -2.711 -0.01 0.00 0.00 0.107
H 1.892 1.505 -1.367 0.00 -0.02 -0.01 0.072
H -1.585 3.243 -0.022 0.02 -0.02 0.01 0.092
H -0.359 -0.413 -4.801 0.04 -0.01 -0.03 0.066
H 3.253 0.682 5.292 0.00 0.00 -0.01 0.109
```
Positions in Å, forces in eV/Å.

Output
Energy ... -6045.20695 Ha
LUMO level ... 0.17 eV
Charge ... 0

=====

Record 6
Entry from the Open Molecules 2025 dataset: C18H39F6NO8PtS4 as an isolated structure (ωB97M-V with the def2-TZVPD basis set).

```
77
Properties=species:S:1:pos:R:3:forces:R:3:lowdin_charge:R:1
Pt 0.244 0.571 0.030 1.42 -1.58 0.84 1.259
S -2.530 2.063 -1.485 -0.45 -2.39 -0.61 0.940
S 0.689 -0.403 -3.513 0.93 0.06 3.03 0.929
S 1.802 -2.886 -0.426 0.68 1.01 1.42 0.866
S -0.620 2.793 2.519 0.18 -0.50 -0.58 0.952
F 4.984 1.915 2.439 -0.76 -0.48 1.18 0.127
F 2.996 2.949 2.311 -0.13 0.43 1.34 0.162
F -3.465 -2.399 3.338 -0.68 -0.73 1.32 0.157
F -2.709 -0.362 3.537 -0.53 -0.44 -0.31 0.124
F -4.479 -0.798 2.287 0.87 0.01 0.41 0.110
F 4.462 3.036 0.786 0.07 0.83 -1.28 0.124
O 0.295 -0.074 -2.040 0.43 -1.12 -4.45 -0.686
O -3.046 -2.191 0.475 -1.17 0.40 0.04 -0.103
O 2.188 0.467 1.806 0.75 -0.72 1.63 -0.190
O -1.192 1.717 -0.908 -1.89 1.87 -0.50 -0.679
O 1.012 -1.646 -0.097 0.67 -2.50 -0.21 -0.610
O -1.418 -0.657 0.994 -2.51 -0.89 1.85 -0.308
O 2.433 1.116 -0.213 2.38 1.07 1.03 -0.302
O 0.154 2.125 1.367 -1.23 3.04 2.62 -0.668
N 1.600 3.752 -4.180 1.74 0.99 2.28 0.105
C 0.718 -4.326 -0.595 -0.32 0.72 1.07 -0.252
C 2.400 -0.020 3.114 0.18 -0.13 0.53 -0.273
C 3.909 2.233 1.691 -0.41 -1.33 -2.55 -0.573
C -3.608 -3.332 -1.415 -0.70 0.21 -0.22 -0.076
C 3.214 0.955 0.975 -2.59 0.34 -1.73 -0.350
C -2.479 1.209 -3.103 0.76 0.32 -0.55 -0.253
C 2.269 4.099 -3.279 -2.00 -1.39 -1.64 -0.274
C -2.415 -2.897 -0.547 -2.04 -1.05 -1.02 -0.268
C -3.898 0.960 -0.892 -0.41 -0.31 0.22 -0.228
C -3.261 -1.272 2.700 1.01 0.49 -2.28 -0.537
C 0.435 -2.197 -3.748 -0.22 0.25 0.04 -0.251
C 2.485 -3.453 1.204 0.38 -0.33 0.04 -0.228
C -2.275 -1.656 1.510 3.15 2.50 -2.16 -0.391
C 1.105 -0.527 3.615 -1.63 -1.17 -0.09 -0.079
C 3.156 4.492 -2.160 -0.92 -0.99 -1.08 -0.053
C -2.431 2.852 2.167 -0.22 0.32 -0.55 -0.233
C -0.208 4.591 2.470 -0.55 0.53 -0.43 -0.224
C 2.544 -0.533 -3.550 -0.63 0.36 0.49 -0.215
H -4.329 -3.841 -0.776 0.42 -0.86 0.00 0.078
H -4.311 -2.582 -1.778 0.68 0.93 -0.18 0.060
H -0.154 5.067 3.449 0.28 -0.71 0.35 0.049
H 2.994 -4.410 1.094 -0.39 -0.32 -0.23 0.046
H 0.376 0.263 3.435 -0.27 -0.22 0.25 0.056
H -1.606 1.648 -3.585 -0.24 0.42 -0.33 0.038
H -3.305 -3.895 -2.298 -0.02 -0.40 0.18 0.069
H 3.267 -2.858 1.674 -0.14 0.80 -0.70 0.045
H -2.989 3.309 2.984 0.43 -0.31 0.56 0.058
H 0.045 -4.175 -1.439 0.41 -0.36 -0.16 0.037
H 3.446 3.606 -1.595 0.17 -0.20 -0.24 0.062
H 0.726 4.756 1.932 0.02 -0.44 0.10 0.052
H -0.975 5.198 1.989 -0.16 -0.40 -0.48 0.045
H -3.979 -0.048 -1.299 1.01 -0.05 -0.24 0.043
H 1.694 -3.507 1.952 -0.31 -0.13 -0.31 0.056
H 3.017 0.383 -3.197 -0.45 0.36 -0.39 0.051
H 2.579 0.738 3.877 1.06 0.64 -0.41 0.119
H 0.109 -4.305 0.309 -0.17 -0.13 0.00 0.045
H 1.343 -5.218 -0.552 -0.14 0.01 -0.57 0.059
H -2.774 3.449 1.322 0.77 0.14 -0.43 0.045
H 3.972 4.893 -2.761 0.41 0.70 1.10 0.083
H -3.380 1.295 -3.710 -0.02 0.40 0.19 0.061
H -1.672 -2.502 1.840 0.28 -0.22 0.95 0.136
H 0.325 -2.332 -4.823 -0.04 -0.24 0.04 0.051
H 1.227 -2.828 -3.345 0.16 0.28 -0.05 0.035
H -3.928 0.796 0.185 0.20 0.52 0.01 0.034
H 3.157 -0.803 3.163 0.43 0.09 -0.13 0.117
H -0.487 -2.447 -3.222 -0.15 0.13 -0.21 0.036
H -1.656 -2.439 -1.181 0.20 0.80 0.62 0.096
H -2.195 0.157 -3.070 -0.32 -0.06 0.91 0.040
H 2.854 -1.253 -2.791 -0.23 -0.40 -0.29 0.034
H 1.099 -0.849 4.656 0.35 0.61 0.29 0.085
H -4.830 1.394 -1.252 0.01 0.65 0.22 0.050
H 2.811 -0.784 -4.576 0.18 -0.09 0.14 0.054
H 4.020 0.250 0.773 0.31 -0.34 0.29 0.142
H -2.073 -3.882 -0.230 0.71 0.08 0.65 0.103
H -2.791 1.842 1.973 0.39 -0.18 0.36 0.026
H 0.735 -1.435 3.138 0.00 0.14 -0.69 0.066
H 2.580 5.079 -1.445 0.50 0.67 -0.34 0.084
```
Positions in Å, forces in eV/Å.

Output
Energy ... -3676.78951 Ha
2S+1 ... 3
LUMO level (spin up / spin down) ... 0.25 / 0.25 eV
Charge ... 0
⟨S²⟩ ... 2.0047